This record from the OMol25 dataset describes 2 unconnected molecules or ions with the total composition C3H9S. The level of theory is ωB97M-V with the def2-TZVPD basis set.

Its total charge is -1. As for the multiplicity: 1. The energy comes out at -14092.5005 eV.

Last column: Mulliken charge in e.
Cartesian coordinates (Å):
C (1.778251, -1.081957, -0.942619)  -0.878
C (0.621813, -1.455786, -0.002381)  -0.626
H (1.480480, -0.698036, -1.916351)  0.295
H (2.422097, -0.319885, -0.498353)  0.263
H (2.419469, -1.953633, -1.092513)  0.281
H (1.107103, -1.713824, 0.938759)  0.236
H (0.138293, -2.352876, -0.389169)  0.262
H (-0.136995, -0.686299, 0.109394)  0.169
C (-1.938935, 1.991320, 0.861491)  -0.718
S (-2.242718, 3.000293, -0.612129)  -0.782
H (-2.405815, 2.481518, 1.718182)  0.221
H (-0.866486, 1.808511, 0.976917)  0.117
H (-2.376556, 0.980655, 0.848773)  0.160

Atoms 1-2, force components in eV/Å:
0.128 0.182 0.152
0.700 -0.268 -0.594

***

This record from the OMol25 dataset describes a molecular structure, C21H40NO3 at a distorted geometry. The level of theory is ωB97M-V with the def2-TZVPD basis set.

Its total charge is +1. As for the multiplicity: 1. The energy comes out at -30032.3769 eV.

Last column: Mulliken charge in e.
Cartesian coordinates (Å):
C (-5.206847, -3.647733, -0.456928)  -1.931
H (-5.387150, -3.487967, -1.581302)  0.292
H (-5.871795, -4.157861, -0.097982)  0.677
H (-4.274108, -4.246277, -0.552355)  0.342
C (-5.073402, -2.495295, 0.039552)  1.166
C (-6.476049, -1.642218, 0.237167)  -1.408
H (-6.455807, -0.783878, 0.961598)  0.242
H (-6.714617, -1.253139, -0.951532)  0.232
H (-7.265893, -2.157045, 0.491464)  0.580
C (-3.934824, -1.553684, -0.473106)  -1.324
C (-3.688871, -0.043968, 0.325796)  -0.688
H (-4.532916, 0.598004, 0.160358)  0.452
H (-3.397703, -0.648048, 1.245283)  0.277
O (-2.419481, 0.415228, -0.241630)  0.044
C (-2.102339, 1.515148, -0.031021)  0.579
O (-2.728135, 2.190038, 1.029484)  -0.704
C (-0.797150, 1.787045, -0.628054)  0.766
N (-0.164942, 3.092331, -0.075638)  0.046
C (-0.874245, 4.447099, -0.403214)  -1.095
H (-0.530597, 5.259066, 0.220606)  0.421
H (-1.983400, 4.172898, 0.061903)  0.340
H (-1.263608, 4.622333, -1.242939)  0.604
C (0.161448, 3.095434, 1.336519)  -0.826
H (0.627969, 2.091404, 1.614060)  0.065
H (0.781329, 3.978765, 1.384422)  0.525
H (-0.679782, 2.995350, 1.834512)  0.490
C (1.145574, 3.148678, -0.936261)  -0.758
H (1.505926, 4.526786, -0.839149)  0.403
H (0.818993, 3.136690, -1.876140)  0.553
C (2.334656, 2.377627, -0.459436)  -0.985
O (1.872655, 1.200699, -0.449664)  -0.114
C (2.861562, 0.080798, -0.577755)  -1.483
H (3.510385, 0.341600, -1.338201)  1.185
C (3.769368, -0.070842, 0.780962)  -1.320
H (4.790101, 0.250009, 0.575449)  0.273
H (3.478656, 0.951037, 1.605520)  0.265
C (3.681934, -1.391745, 1.101623)  0.478
H (4.468233, -1.703934, 2.182496)  0.241
C (2.250130, -1.485299, 1.927810)  -1.471
H (2.048085, -2.354414, 2.520539)  0.501
H (2.168995, -0.819396, 2.804316)  0.547
C (1.186607, -1.354069, 0.936139)  -0.150
H (0.594295, -2.348724, 0.624882)  0.306
H (0.618870, -0.702026, 0.786522)  0.202
C (2.177030, -1.249867, -0.578807)  1.793
C (1.795938, -1.714297, -1.849772)  -1.870
H (1.368269, -2.786226, -1.789156)  0.413
H (2.484636, -1.681502, -2.611849)  0.485
H (0.817472, -0.904104, -2.132053)  0.070
C (3.359079, -2.107671, 0.000114)  0.462
C (3.191831, -3.607529, 0.088058)  -1.821
H (3.984795, -4.086858, 0.655907)  0.490
H (3.300558, -4.084857, -0.932324)  0.394
H (2.296498, -3.914918, 0.751290)  0.291
C (4.835081, -2.182804, -0.842171)  -1.376
H (5.555004, -2.619092, -0.312061)  0.579
H (4.457600, -2.596197, -2.002061)  0.275
H (5.024451, -1.106226, -1.050916)  0.328
H (2.791937, 2.864026, 0.423953)  0.404
H (3.208771, 2.481515, -1.028679)  0.600
H (-1.078465, 2.065382, -1.799254)  0.151
H (-0.084765, 1.099127, -0.590524)  -0.765
H (-4.212961, -1.235037, -1.547004)  0.294
H (-3.223586, -2.153034, -0.414422)  0.836
H (-4.794711, -2.634924, 1.267688)  0.127

Atoms 1-2, force components in eV/Å:
6.514 -5.574 -11.911
-0.450 -0.586 0.937

***

This record from the OMol25 dataset describes 2 unconnected molecules or ions with the total composition C2H4ClNO at a distorted geometry. The level of theory is ωB97M-V with the def2-TZVPD basis set.

Its total charge is 0. As for the multiplicity: 1. The SMILES is COC#N.Cl. The energy comes out at -18197.0236 eV.

Last column: Mulliken charge in e.
Cartesian coordinates (Å):
C (0.922669, -0.313726, 0.376596)  -0.695
O (-0.250530, -0.881662, -0.011745)  -0.361
C (-1.241389, -0.297675, 0.556917)  0.528
N (-2.045767, 0.100334, 1.266317)  -0.376
H (1.680064, -1.127256, 0.367154)  0.236
H (0.885405, 0.147676, 1.339163)  0.358
H (1.373038, 0.373444, -0.418677)  0.294
Cl (-0.576434, 1.594734, -1.999406)  -0.269
H (-0.747058, 0.404129, -1.476318)  0.285

Atoms 1-2, force components in eV/Å:
5.317 0.439 -1.323
-2.249 -0.758 -1.244

***

This record from the OMol25 dataset describes 3 unconnected molecules or ions with the total composition C2H9NO2 at a distorted geometry. The level of theory is ωB97M-V with the def2-TZVPD basis set.

Its total charge is 0. As for the multiplicity: 1. The SMILES is C=NC.O.O. The energy comes out at -7803.4462 eV.

Last column: Mulliken charge in e.
Cartesian coordinates (Å):
C (-1.697612, -1.210388, 0.675663)  -0.276
N (-0.623403, -0.616906, 0.369839)  -0.371
C (0.294360, -0.211052, 1.583644)  -0.769
H (-2.675868, -1.282414, -0.069001)  0.176
H (-1.900588, -1.753467, 1.624547)  0.267
H (-0.081447, 0.893901, 1.777969)  0.271
H (0.283411, -0.866823, 2.478305)  0.351
H (1.290580, -0.121356, 1.144645)  0.237
O (2.495149, 1.013894, -0.790221)  -0.646
H (1.488507, 0.997298, -0.852130)  0.357
H (2.744702, 1.428484, -1.618551)  0.293
O (-0.144997, 0.686305, -2.177406)  -0.682
H (-0.582379, 0.137865, -1.439220)  0.478
H (-0.890415, 0.904660, -2.708082)  0.317

Atoms 1-2, force components in eV/Å:
-2.167 -0.759 -1.272
-0.304 0.589 2.170

***

Number 1: highest occupied orbital energy -0.0719 hartree, Kohn-Sham gap 5.596 eV. Number 2: highest occupied orbital energy -0.4414 hartree, Kohn-Sham gap 9.691 eV. Number 3: highest occupied orbital energy -0.4147 hartree, Kohn-Sham gap 11.840 eV. Number 4: highest occupied orbital energy -0.3789 hartree, Kohn-Sham gap 11.100 eV.